(i)
DFT (wB97M-V/def2-TZVPD) results for C23H29N3O4 in the gas phase.

The geometry in ORCA input format:
```
! RIJCOSX wB97M-V def2-TZVPD def2/J DEFGRID3
* xyz 0 1
C 3.9929 2.3709 1.2557
H 2.9421 2.1551 1.0885
H 4.0944 2.7733 2.2612
H 4.3041 3.1398 0.5507
C 4.8623 1.1269 1.1073
H 5.8766 1.3813 1.4248
H 4.5031 0.3418 1.7748
C 4.9507 0.5790 -0.3228
C 6.0842 -0.4406 -0.4206
H 7.0169 -0.0083 -0.0663
H 6.2258 -0.7625 -1.4502
H 5.8493 -1.3127 0.1835
H 5.1728 1.4169 -0.9971
C 3.6312 -0.0690 -0.8337
N 2.6872 0.9120 -1.3110
C 1.4937 1.1959 -0.7292
C 0.6709 2.2298 -1.1758
C -0.5707 2.4412 -0.6109
C -1.0173 1.6442 0.4396
C -0.1682 0.6518 0.9334
C 1.0562 0.4143 0.3527
N 1.8780 -0.6229 0.7904
C 3.0459 -0.9977 0.2260
O 3.6176 -2.0126 0.5699
H 1.4946 -1.2491 1.4874
H -0.5029 0.0516 1.7651
C -2.3907 1.6592 0.9945
O -2.6652 1.1612 2.0738
N -3.3485 2.2155 0.1931
H -3.0569 2.4852 -0.7341
C -4.7092 1.7363 0.2768
H -4.8229 1.3137 1.2769
H -5.4050 2.5719 0.1620
C -4.9747 0.6608 -0.8034
C -3.7549 -0.2086 -0.9475
C -2.9079 -0.0836 -2.0361
C -1.7201 -0.7885 -2.0742
C -1.3159 -1.5935 -1.0174
C -2.1601 -1.7084 0.1034
C -3.3776 -1.0434 0.0961
H -4.0349 -1.1257 0.9459
O -1.7191 -2.4336 1.1787
C -2.4441 -2.3374 2.3856
H -2.5921 -1.2931 2.6771
H -1.8340 -2.8451 3.1319
H -3.4125 -2.8426 2.3143
O -0.0725 -2.1491 -1.1554
C 0.2248 -3.3798 -0.5293
H -0.5167 -4.1417 -0.7859
H 1.1997 -3.6724 -0.9182
H 0.2809 -3.2924 0.5563
H -1.0519 -0.7013 -2.9163
H -3.1716 0.5614 -2.8618
H -5.8470 0.0737 -0.5129
H -5.1899 1.1465 -1.7572
H -1.1749 3.2554 -0.9835
H 1.0110 2.8551 -1.9885
H 3.0063 1.5163 -2.0508
H 3.9075 -0.7177 -1.6806
*
```

Properties
Orbital gap: 8.376 eV
LUMO level: 0.027 Eh
HOMO energy: -7.6484 eV

=====

(ii)
DFT (wB97M-V/def2-TZVPD) results for C23H29N3O4 in the gas phase.

The geometry in ORCA input format:
```
! RIJCOSX wB97M-V def2-TZVPD def2/J DEFGRID3
* xyz 0 1
C 4.1056 0.3315 -5.3036
H 3.8340 1.3635 -5.5479
O 2.9662 -0.4634 -5.0781
C 2.1236 -0.1301 -4.0674
C 1.0003 -0.9468 -3.9120
C 0.0943 -0.6964 -2.9104
C 0.2701 0.3725 -2.0292
C 1.3802 1.1915 -2.1987
C 2.3008 0.9458 -3.2024
H 3.1497 1.6043 -3.3034
H 1.5476 2.0508 -1.5644
C -0.7703 0.5604 -0.9842
O -1.8167 -0.0722 -0.9990
N -0.5096 1.4775 -0.0273
H 0.4023 1.8952 0.0561
C -1.4277 1.7826 1.0503
C -0.8150 1.2026 2.3360
O 0.0445 1.8297 2.9339
N -1.2427 -0.0062 2.7417
C -2.2110 -0.8509 2.0661
H -3.2253 -0.6209 2.4199
C -1.8813 -2.3336 2.3393
N -0.4516 -2.5244 2.3922
C 0.2406 -2.5715 1.1766
C -0.0730 -3.6122 0.3010
C 0.5921 -3.7958 -0.8941
C 1.6214 -2.9429 -1.2464
C 1.9444 -1.8965 -0.4038
C 1.2596 -1.6854 0.7839
O 1.5758 -0.6059 1.5670
H 2.2936 -0.1108 1.1558
H 2.7315 -1.2046 -0.6794
H 2.1652 -3.0793 -2.1677
H 0.3171 -4.6144 -1.5414
H -0.8520 -4.3022 0.5876
C 0.1090 -1.8819 3.5630
C -0.6564 -0.5934 3.9281
H -1.4590 -0.8103 4.6417
H 0.0171 0.1457 4.3617
H 1.1604 -1.6674 3.3941
H 0.0345 -2.5883 4.4018
H -2.3180 -2.9419 1.5483
H -2.2981 -2.6597 3.2971
H -2.1649 -0.6917 0.9876
H -2.3856 1.3255 0.7986
C -1.6172 3.3013 1.1992
C -2.6462 3.5796 2.2917
H -2.7880 4.6511 2.4102
H -3.6046 3.1315 2.0358
H -2.3115 3.1715 3.2420
C -2.0599 3.9189 -0.1238
H -3.0076 3.4889 -0.4415
H -1.3271 3.7396 -0.9069
H -2.1886 4.9929 -0.0119
H -0.6581 3.7316 1.5056
H -0.7744 -1.3226 -2.7801
H 0.8686 -1.7717 -4.5938
H 4.6137 -0.1172 -6.1556
H 4.7778 0.3262 -4.4395
*
```

Properties
Orbital gap: 8.117 eV
LUMO level: 0.019 Eh
HOMO energy: -7.5921 eV

=====

Name the most stable of them. (i).

=====

(i)
DFT (wB97M-V/def2-TZVPD) results for H41O20 as an isolated structure.

The geometry in ORCA input format:
```
! RIJCOSX wB97M-V def2-TZVPD def2/J DEFGRID3
* xyz 1 1
O 3.4321 2.4410 -3.2207
H 4.2071 2.3004 -3.7883
O 0.7350 -0.7871 -3.1598
H 0.7210 -1.0470 -1.8811
H 0.6275 -1.6801 -3.6707
O -3.2207 -3.3703 0.9907
H -2.9536 -2.4228 1.2137
H -4.1586 -3.3784 1.0506
O -1.0777 -4.2023 -1.0030
H -1.1595 -5.0511 -0.5839
H -1.8254 -3.7228 -0.7576
O -3.1525 -0.8611 -1.2206
H 3.7664 3.2485 0.3070
H -3.5906 -1.1326 -1.9772
O 3.1387 3.2323 -0.3504
H 4.9416 -0.1720 1.0656
H 2.3584 3.6503 -0.1326
O 4.1383 -0.6842 0.7524
H 3.4539 -0.4442 1.3144
H 1.6456 -0.6564 -3.4831
O -1.8927 -0.9744 1.4473
H -1.9087 -0.4524 0.7524
H -2.4061 -0.6174 2.2351
O 0.8447 -2.0801 1.8574
H 0.0553 -2.5485 1.7774
H -2.2558 -1.2518 -1.1852
O 0.9016 -4.2751 2.8656
H 1.4770 -4.3481 3.6415
H 1.3976 -4.5825 2.2083
O -3.0936 -3.1217 4.0944
H -2.7672 -3.0415 4.9382
H -2.7017 -3.7955 3.7078
O -3.5429 1.8309 -0.6587
H -3.0684 2.1255 -1.5240
H -3.8008 0.9641 -0.7308
O -1.0207 4.4464 -3.5662
H -0.8239 5.1936 -2.9506
H -0.3886 3.8488 -2.9949
O -1.2930 1.7972 1.5935
H -1.8809 2.1962 0.8562
H -1.8099 2.0939 2.3099
O 0.7063 -1.5346 -0.7023
H 0.9715 -1.3679 0.2625
H 1.3052 -2.1663 -1.0519
O -0.2703 4.3463 3.6804
H -0.3009 3.6458 2.9084
H -0.2684 3.7395 4.4724
O 1.5541 2.0057 2.3604
H 0.6323 1.7208 2.1499
H 1.7168 2.4945 3.1051
O 3.1933 0.1527 -3.7949
H 3.1310 0.7257 -3.0818
H 3.2646 0.6251 -4.6566
O -1.5816 4.8955 0.1538
H -2.2377 5.5102 0.3952
H -2.0966 3.9638 -0.0268
O 1.4858 -3.1033 -2.3762
H 2.0629 -3.8513 -2.4285
H 0.5678 -3.2821 -1.9495
H 3.4482 3.0148 -2.3189
H 0.7780 -1.2796 2.5549
*
```

Properties
Orbital gap: 10.641 eV
LUMO level: -0.100 Eh
HOMO energy: -13.3587 eV

=====

(ii)
DFT (wB97M-V/def2-TZVPD) results for a 20-piece molecular cluster, H41O20 overall.

The geometry in ORCA input format:
```
! RIJCOSX wB97M-V def2-TZVPD def2/J DEFGRID3
* xyz 1 1
O -4.8289 1.5791 -1.8724
H 0.8554 -0.9791 1.3019
O 0.8050 4.7266 -1.6432
H 0.1230 5.2322 -2.0866
H 1.4902 5.3357 -1.3757
O -2.3694 -0.3343 2.6909
H -2.8494 0.3482 2.2122
H -2.2214 -0.5171 3.5680
O -3.8691 1.0590 0.5123
H -3.6355 0.8474 -0.3886
H 2.1766 3.6491 4.5175
O 1.4155 -4.2047 -2.6211
H 4.6898 2.8729 -3.1458
H -4.7522 1.4311 0.4567
O 3.8989 3.3353 -3.4234
H -1.1316 -2.0802 -1.1231
H 3.1364 2.8442 -3.1084
O -0.2432 -1.9767 -1.5857
H 0.9785 2.8214 4.5284
H -1.9303 -2.3616 1.1767
O 3.5636 3.0318 1.3552
H 3.7443 3.9538 1.5257
H 2.6238 2.8875 1.4779
O 2.4521 -1.0758 -1.3817
H 2.6881 -0.4918 -0.6499
H 1.8895 -4.2106 -1.7919
O 1.3655 -1.6961 4.6365
H 2.0854 -1.9909 5.1960
H 0.9457 -2.4991 4.3142
O -3.3945 -3.6935 0.1344
H -3.8193 -3.3478 0.9197
H 0.4435 -1.7067 -0.8967
O 5.2997 -0.2325 -0.4011
H 5.2893 0.5903 0.1068
H 6.1321 -0.0899 -0.8710
O 0.0216 -0.0887 -3.2198
H -0.2963 0.8100 -3.3466
H 0.9601 0.1265 -3.0967
O 1.2395 -0.2760 0.7612
H -2.0702 -3.8845 -2.9891
H 1.2258 0.4594 1.3866
O 1.2877 3.6580 4.8942
H -3.8598 -3.6198 -0.6918
H -5.0904 0.9761 -2.5787
O -1.9637 -3.0276 -3.4081
H -0.4520 -1.2222 -2.2374
H -1.2935 -3.0407 -4.0957
O -0.4920 1.8626 -1.5420
H -1.0299 2.6393 -1.6270
H -0.8135 1.2968 -0.8368
O -1.3272 -1.7190 0.8027
H -4.8342 2.4320 -2.3004
H -1.4639 -0.9496 1.4218
O -2.2969 2.4235 3.9549
H -2.6965 1.7015 4.4561
H -2.2863 3.0732 4.6703
O 0.5086 -4.0689 0.4976
H -0.3373 -4.1419 0.9516
H 0.3000 -3.3321 -0.0904
H 0.8230 -3.4488 -2.6313
H 3.1900 -1.6967 -1.3702
*
```

Properties
Orbital gap: 10.582 eV
LUMO level: -0.101 Eh
HOMO energy: -13.3254 eV

=====

(iii)
DFT (wB97M-V/def2-TZVPD) results for a 20-piece molecular cluster, H41O20 overall.

The geometry in ORCA input format:
```
! RIJCOSX wB97M-V def2-TZVPD def2/J DEFGRID3
* xyz 1 1
O -1.3560 -1.6448 0.6473
H -0.3318 -1.9037 0.2219
O 2.8625 -3.5859 -2.4738
H 3.6596 -3.1327 -2.6871
H 2.2048 -3.5775 -3.1394
O -2.0192 -1.3857 3.2378
H -1.6642 -0.4402 3.2523
H -1.4369 -2.0762 3.4061
O 4.7234 0.2083 -1.8314
H 5.7102 0.1429 -1.4884
H 4.8927 1.0316 -2.1993
O 1.9780 -0.0206 -0.5099
H 0.0736 -2.9506 -1.3636
H 2.0227 0.8460 -1.0750
O 0.4603 -2.2108 -0.9379
H -1.0176 -5.1313 -0.9273
H 1.3583 -1.9424 -0.9392
O -1.1500 -4.1967 -1.0246
H -1.3067 -3.9528 -0.0049
H 1.9399 2.5211 2.6966
O 0.5138 -0.3132 1.8626
H 0.6120 0.5725 1.7778
H 1.0271 -0.6872 1.0545
O -0.9799 2.4875 -0.2374
H -1.0836 1.5002 -0.4175
H 2.9349 -0.2847 -0.6746
O -2.0467 4.6427 -3.1426
H -1.3341 4.8883 -3.8700
H -2.1741 3.7283 -3.2621
O -3.8342 -2.5716 -0.1732
H -3.5680 -2.3265 0.7509
H -1.5607 -1.6095 1.6620
O 0.5251 0.1995 4.1919
H 0.1041 0.9851 3.8380
H 0.5592 0.2727 5.1001
O 4.3182 1.1877 2.9551
H 4.0119 0.4712 2.4203
H 3.7656 1.1368 3.7731
O 0.5908 -0.4421 -4.6673
H -0.1963 -0.3771 -5.0691
H 1.2111 0.0681 -5.1901
O -3.4983 0.3293 -0.6005
H -4.7036 -2.0919 -0.2679
H -3.8348 1.0409 -1.2439
O -1.0209 4.7919 2.9818
H -1.1984 5.5495 2.2897
H -1.6844 5.0330 3.5159
O -0.4629 0.1250 -2.6203
H -0.6672 -0.4663 -1.8104
H 0.2147 -0.3052 -3.1636
O 0.9856 2.3722 2.7907
H -2.8524 -0.2895 -0.9963
H 0.5707 3.0727 2.2603
O -2.2140 -4.3424 1.5049
H -1.8151 -4.5686 2.3598
H -3.0395 -4.8266 1.3739
O 1.4504 4.4333 -1.6899
H 0.8480 4.3966 -2.4511
H 1.2422 4.9300 -1.0204
H -1.8250 -2.4735 0.3387
H -0.2759 2.7180 -0.9360
*
```

Properties
Orbital gap: 10.457 eV
LUMO level: -0.096 Eh
HOMO energy: -13.0655 eV

=====

Name the most stable of them. (ii).